{"formula": "C4H5NO2", "method": "wB97M-V/def2-TZVPD", "symbols": ["O", "O", "N", "C", "C", "C", "C", "H", "H", "H", "H", "H"], "positions_angstrom": [[-2.36196, -1.52382, -0.21987], [-0.91012, 1.59913, 0.11159], [-1.07112, 0.27414, -0.16586], [2.46949, -0.35768, -0.67382], [0.41400, -0.68136, 0.80030], [-2.21198, -0.34309, -0.36813], [1.45112, -0.63805, -0.10064], [0.34641, 0.01870, 1.65789], [-0.01374, -1.57708, 1.00353], [-3.12154, 0.20019, -0.71541], [3.26306, -0.05324, -1.29420], [-0.24261, 2.14483, -0.32839]], "atomic_forces_ev_per_a": [[0.3, -2.0, 0.3], [-2.0, 1.2, 1.4], [5.9, -0.6, 1.0], [-0.6, -0.1, -0.2], [-3.9, 3.8, -0.5], [-2.4, 0.6, -0.2], [2.0, 0.9, -0.4], [0.6, -0.4, -0.7], [-1.3, -2.7, 0.5], [0.8, 0.8, 0.1], [0.5, -0.1, -0.2], [0.2, -1.4, -1.0]], "e_above_lowest_ev": 6.3944, "orbital_gap_ev": [8.9, 8.9], "homo_ev": [-9.2, -9.2], "e_lumo_ha": [-0.011, -0.011]}

{"formula": "C4H5NO2", "method": "wB97M-V/def2-TZVPD", "symbols": ["O", "O", "N", "C", "C", "C", "C", "H", "H", "H", "H", "H"], "positions_angstrom": [[-3.44385, 0.49708, 0.02948], [-1.99940, -1.32801, -0.09897], [-2.27176, 0.25826, -0.01640], [-0.69845, -1.65642, -0.05801], [-1.24576, 1.00825, 0.03538], [0.33316, -0.85544, 0.15090], [0.19475, 0.58783, -0.16382], [0.99915, 1.12624, 0.43587], [-0.46768, -2.65346, -0.04848], [0.51978, 0.84352, -1.18470], [1.20965, -1.40715, 0.26439], [-1.61660, 2.09193, 0.04078]], "atomic_forces_ev_per_a": [[-0.5, -0.3, -0.1], [-0.6, 1.4, -0.6], [0.3, -2.0, 0.2], [-0.1, 2.0, 1.2], [0.6, 2.6, -0.3], [-1.5, 0.3, -1.5], [1.4, 0.8, 1.0], [-1.6, 0.0, -0.2], [-0.4, -2.7, 0.1], [-0.3, -0.3, 0.0], [1.8, -0.1, 0.1], [1.0, -1.6, 0.1]], "e_above_lowest_ev": 5.2289, "orbital_gap_ev": 9.6, "homo_ev": -8.9, "e_lumo_ha": 0.024}

{"formula": "C4H5NO2", "method": "wB97M-V/def2-TZVPD", "symbols": ["O", "O", "N", "C", "C", "C", "C", "H", "H", "H", "H", "H"], "positions_angstrom": [[-0.52184, 1.40531, -0.63479], [-1.64240, -1.95779, -0.63419], [-0.41232, 0.99208, 0.80621], [-0.50461, 0.06729, -0.30774], [1.07902, 0.71570, 0.84883], [0.90401, -0.45474, -0.13744], [-1.70827, -0.75341, -0.64109], [1.50439, -0.47546, -1.04538], [1.57837, 1.59789, 0.45128], [-2.62970, -0.19995, -0.91191], [1.47019, 0.49132, 1.84752], [0.88315, -1.42824, 0.35869]], "atomic_forces_ev_per_a": [[0.0, 0.2, 0.5], [-0.2, 0.4, -0.1], [-0.1, 0.5, -0.1], [0.0, -0.5, -0.1], [0.1, 0.2, 0.0], [0.1, -0.1, -0.2], [0.0, -0.5, 0.0], [0.1, -0.1, 0.1], [0.1, -0.1, 0.1], [0.1, -0.1, 0.1], [-0.4, 0.0, -0.2], [0.1, 0.2, -0.1]], "e_above_lowest_ev": 3.9511, "orbital_gap_ev": 10.8, "homo_ev": -10.4, "e_lumo_ha": 0.013}

{"formula": "C4H5NO2", "method": "wB97M-V/def2-TZVPD", "symbols": ["O", "O", "N", "C", "C", "C", "C", "H", "H", "H", "H", "H"], "positions_angstrom": [[1.32683, -1.26737, -0.98481], [1.60288, 1.10486, 1.52745], [-0.44914, -0.24481, 0.06712], [-1.39195, -1.11892, -0.27631], [-0.94322, 1.04674, -0.00416], [0.92540, -0.43635, -0.20658], [1.89855, 0.45603, 0.55853], [2.93355, 0.35799, 0.17893], [-1.51734, 1.27828, -0.88920], [-1.17954, -1.88667, -1.01119], [-2.35041, -1.02025, 0.21154], [-0.85559, 1.73049, 0.82867]], "atomic_forces_ev_per_a": [[0.0, 0.2, 0.5], [0.1, -0.3, -0.5], [0.7, 0.1, 0.0], [-0.4, -1.0, -0.4], [-0.1, 0.9, 0.2], [-0.4, -0.2, -0.3], [0.0, 0.3, 0.4], [-0.1, 0.1, 0.0], [-0.1, 0.0, 0.2], [0.0, 0.0, 0.2], [0.1, 0.0, -0.2], [0.2, -0.1, -0.1]], "e_above_lowest_ev": 4.2081, "orbital_gap_ev": [7.5, 7.9], "homo_ev": [-8.0, -8.6], "e_lumo_ha": [-0.021, -0.025]}

{"formula": "C4H5NO2", "method": "wB97M-V/def2-TZVPD", "symbols": ["O", "O", "N", "C", "C", "C", "C", "H", "H", "H", "H", "H"], "positions_angstrom": [[-1.56526, -0.78474, -0.17431], [0.02891, -1.32226, 2.76508], [0.56834, -0.07691, -0.00464], [-0.61198, -0.49622, 0.53408], [-0.79845, -0.86018, 2.02133], [0.30114, 0.23739, -1.55792], [1.08681, 1.08572, -0.67526], [0.73730, -0.59276, -2.10243], [2.16285, 1.01772, -0.77116], [-0.66568, 0.61592, -1.95121], [-1.87231, -0.74239, 2.29848], [0.64934, 2.04591, -0.41090]], "atomic_forces_ev_per_a": [[-0.3, -0.1, 0.9], [-0.4, 0.5, -0.7], [-1.2, -0.6, -1.9], [-0.7, 0.1, -0.4], [0.2, -0.1, 0.3], [0.2, -0.6, 0.7], [0.6, 0.6, 0.0], [0.2, 0.5, -0.2], [0.1, 0.5, 0.3], [0.6, -0.6, 1.0], [0.4, -0.1, 0.0], [0.3, 0.0, 0.0]], "e_above_lowest_ev": 3.0059, "orbital_gap_ev": 9.9, "homo_ev": -9.8, "e_lumo_ha": 0.003}

{"formula": "C4H5NO2", "method": "wB97M-V/def2-TZVPD", "symbols": ["O", "O", "N", "C", "C", "C", "C", "H", "H", "H", "H", "H"], "positions_angstrom": [[-1.65939, -0.92288, 1.25487], [0.28304, -0.07821, -1.59101], [1.99914, 1.15542, -0.74625], [-0.80672, -0.31286, 0.42046], [0.79186, 0.79860, -0.65767], [-0.19893, 0.87892, 0.44625], [-0.25172, -1.08971, -0.75306], [-0.94656, -1.73387, -1.28874], [-1.80129, -0.36002, 2.02855], [-0.27391, 1.67778, 1.17414], [2.25533, 1.65841, 0.09959], [0.60915, -1.67157, -0.38714]], "atomic_forces_ev_per_a": [[0.0, 0.2, 0.1], [0.2, -0.1, 0.0], [-0.3, 0.2, 0.1], [0.3, 0.1, -0.2], [0.4, 0.1, 0.1], [0.0, -0.2, 0.1], [-0.2, -0.3, 0.1], [-0.1, 0.2, 0.0], [-0.1, -0.1, -0.1], [0.1, -0.2, -0.1], [0.0, 0.3, -0.2], [-0.3, -0.3, 0.0]], "e_above_lowest_ev": 1.6013, "orbital_gap_ev": 9.8, "homo_ev": -9.3, "e_lumo_ha": 0.016}

{"formula": "C4H5NO2", "method": "wB97M-V/def2-TZVPD", "symbols": ["O", "O", "N", "C", "C", "C", "C", "H", "H", "H", "H", "H"], "positions_angstrom": [[-1.66885, -1.72324, -0.92208], [0.30334, -0.37826, -1.66679], [-0.85087, 0.57691, 1.46993], [1.50804, -0.25681, -0.16636], [0.53702, 0.67643, -0.71670], [-0.64547, 0.30025, 0.11182], [-0.97752, -0.78914, -0.68522], [-1.26113, -0.20456, 1.96728], [-1.41240, 1.40430, 1.64463], [1.42270, -0.57764, 0.87087], [0.75852, 1.66359, -1.11977], [2.28662, -0.69181, -0.78761]], "atomic_forces_ev_per_a": [[0.4, 0.6, 0.1], [-0.2, -0.1, -0.3], [-0.2, 0.0, 0.0], [0.1, 0.0, 0.2], [0.1, 0.2, 0.0], [0.1, 0.0, 0.1], [-0.4, -0.6, 0.0], [0.1, 0.1, 0.0], [0.1, -0.1, 0.0], [0.0, 0.0, -0.2], [0.0, -0.2, 0.1], [-0.1, 0.1, 0.1]], "e_above_lowest_ev": 5.4127, "orbital_gap_ev": [6.9, 6.6], "homo_ev": [-7.7, -7.6], "e_lumo_ha": [-0.032, -0.038]}

{"formula": "C4H5NO2S", "method": "wB97M-V/def2-TZVPD", "symbols": ["S", "O", "O", "N", "C", "C", "C", "C", "H", "H", "H", "H", "H"], "positions_angstrom": [[-1.97732, 0.39806, 0.05896], [-0.09129, -1.39217, -0.56735], [2.81608, 0.31040, 0.15756], [1.08163, -1.11753, 0.13374], [0.72185, 1.33662, -0.10323], [1.61328, 0.17372, 0.02578], [-1.20150, -1.22947, 0.26300], [-0.61938, 1.46993, -0.07882], [-1.97484, -1.96415, -0.03366], [-1.00372, 2.54303, -0.19452], [1.27619, 2.24798, -0.22986], [-0.89505, -1.38893, 1.28767], [1.77918, -1.83483, -0.07117]], "atomic_forces_ev_per_a": [[0.1, 0.2, 0.0], [0.1, -0.1, -0.4], [-0.4, 0.0, -0.1], [0.5, 0.1, -0.1], [-0.8, -0.1, -0.1], [0.4, -0.2, 0.3], [-0.5, -0.4, -0.1], [-0.1, 1.4, -0.1], [0.4, 0.4, 0.1], [0.5, -1.7, 0.2], [0.2, 0.2, 0.0], [-0.1, 0.0, 0.3], [-0.3, 0.2, 0.1]], "e_above_lowest_ev": 3.0776, "orbital_gap_ev": 9.4, "homo_ev": -9.1, "e_lumo_ha": 0.011}

{"formula": "C4H5NO2S", "method": "wB97M-V/def2-TZVPD", "symbols": ["S", "O", "O", "N", "C", "C", "C", "C", "H", "H", "H", "H", "H"], "positions_angstrom": [[1.95539, -0.79466, 1.60904], [0.69047, 0.79231, -0.11610], [-1.68738, -0.11614, -2.49766], [-0.60622, -0.56971, 0.99681], [-1.57111, 0.23000, 0.24298], [-0.60274, 0.99552, -0.70710], [-0.70592, 0.44882, -2.11540], [0.65339, -0.13052, 0.83031], [-2.10670, 0.94006, 0.86608], [0.17784, 0.64485, -2.71630], [-0.87507, -1.27729, 1.68383], [-2.26574, -0.37448, -0.33867], [-0.63952, 2.09723, -0.81192]], "atomic_forces_ev_per_a": [[-0.1, 0.6, -0.3], [0.5, 0.5, -0.7], [-0.1, -0.1, -0.5], [-1.0, 0.3, -0.2], [0.4, 0.7, -0.2], [-0.3, -0.1, 0.7], [0.3, -0.1, 0.6], [0.4, -2.0, 0.9], [-0.2, -0.1, 0.3], [0.3, -0.1, -0.6], [0.5, 0.6, -0.5], [0.0, 0.1, 0.1], [-0.7, -0.4, 0.3]], "e_above_lowest_ev": 1.5435, "orbital_gap_ev": 8.8, "homo_ev": -8.5, "e_lumo_ha": 0.010}

{"formula": "C4H5NO2S", "method": "wB97M-V/def2-TZVPD", "symbols": ["S", "O", "O", "N", "C", "C", "C", "C", "H", "H", "H", "H", "H"], "positions_angstrom": [[-2.87108, -1.08010, -0.08438], [-2.23569, 1.84157, -0.18531], [-0.26770, -1.03508, -0.28194], [-1.45043, -0.34490, -0.55107], [0.21896, 1.19061, -0.12279], [0.67214, -0.07614, -0.13882], [2.03076, -0.71957, -0.09753], [-1.27598, 1.08171, -0.13951], [-2.84992, -0.55887, 1.25492], [2.70193, 0.07043, 0.53368], [2.49125, -0.94788, -1.08237], [0.83148, 2.11375, 0.19565], [2.00429, -1.53554, 0.69948]], "atomic_forces_ev_per_a": [[-0.1, 0.3, 2.0], [2.0, -1.1, 0.9], [0.2, 0.3, 0.0], [-0.6, 1.9, 0.5], [-0.3, 1.4, 1.7], [0.9, -1.1, -0.5], [1.6, 2.1, 3.4], [-0.4, 0.1, -2.7], [-0.3, -0.9, -1.5], [-1.2, -1.6, -2.0], [-0.5, -0.1, 0.9], [-1.2, -1.8, -0.9], [-0.1, 0.5, -1.7]], "e_above_lowest_ev": 3.7274, "orbital_gap_ev": 9.9, "homo_ev": -9.5, "e_lumo_ha": 0.017}